Record 1
Density functional theory data (the ωB97M-V functional and the def2-TZVPD basis) for a 6-piece molecular cluster, C31H60BBrCl2NO13S5 overall in a non-equilibrium geometry.

For the LUMO energy, the calculation gives 2.006 eV. The maximum force comes out at 1.7 eV Å⁻¹. The total energy is -211170.603 eV. As for the net charge: -1.

Last column: Mulliken charge in e.
Element x y z (Å)
C (4.9732, 5.6826, -2.3782)  -1.398
C (4.0777, 4.4660, -2.1822)  0.142
O (2.7382, 4.7838, -2.5214)  -0.423
C (2.1122, 3.8883, -3.4080)  -0.903
C (1.7169, 2.5165, -2.8191)  0.738
Br (3.1258, 1.1696, -3.6505)  -0.335
O (0.5276, 2.0834, -3.2187)  -0.508
B (-0.1528, 1.2706, -2.1122)  0.220
C (-0.6961, -0.1307, -2.7178)  -0.472
C (0.1761, -1.3397, -2.3464)  0.292
C (-0.0172, -1.7465, -0.8944)  0.466
Cl (0.4610, -3.4665, -0.6250)  -0.300
N (-1.2865, 1.9766, -1.3466)  -0.233
C (-2.1792, 2.7356, -1.8053)  0.635
C (-1.9132, 4.0367, -2.5552)  -0.483
C (-3.6558, 2.4255, -1.5565)  -1.411
O (1.0331, 1.0974, -1.1632)  -0.395
C (1.8095, 2.1928, -1.3092)  -0.473
Cl (1.2380, 3.5830, -0.2414)  -0.030
H (5.8748, 5.5594, -1.7706)  0.407
H (4.4631, 6.5881, -2.0472)  0.315
H (5.2767, 5.7865, -3.4227)  0.298
H (4.4529, 3.6103, -2.7515)  0.241
H (4.0973, 4.1806, -1.1219)  0.139
H (2.7396, 3.7400, -4.2905)  0.546
H (1.1829, 4.3658, -3.7243)  0.226
H (-1.7098, -0.3299, -2.3520)  0.318
H (-0.7605, -0.0829, -3.8103)  0.104
H (1.2286, -1.1140, -2.5452)  0.238
H (-0.0784, -2.2091, -2.9645)  -0.507
H (-1.0588, -1.6158, -0.5983)  0.238
H (0.5937, -1.1473, -0.2219)  -0.408
H (-0.9220, 4.0014, -3.0058)  -0.194
H (-1.9491, 4.8653, -1.8405)  -0.056
H (-2.6490, 4.1997, -3.3487)  0.478
H (-3.8933, 1.4565, -1.9941)  0.267
H (-4.3174, 3.2079, -1.9396)  0.405
H (-3.8144, 2.3846, -0.4734)  0.294
H (2.8267, 1.9941, -0.9760)  0.659
C (1.5942, -5.7050, 2.7315)  -0.216
C (2.1691, -4.2897, 2.8493)  0.131
C (2.9402, -4.2099, 4.1683)  -0.806
S (3.5116, -5.8788, 4.5078)  1.178
O (2.8655, -6.3730, 5.7030)  -0.690
O (4.9465, -5.9585, 4.3785)  -0.692
C (2.7358, -6.6508, 3.0874)  -0.944
H (1.2073, -5.9012, 1.7315)  0.360
H (0.7757, -5.8337, 3.4439)  -0.033
H (2.8421, -4.1003, 2.0111)  0.179
H (1.3956, -3.5274, 2.8170)  -0.152
H (3.7951, -3.5468, 4.1006)  0.471
H (2.2985, -3.9104, 4.9952)  0.355
H (2.4186, -7.6550, 3.3597)  0.448
H (3.4808, -6.6943, 2.2933)  0.412
C (1.6736, 1.8576, 3.2904)  -0.540
C (2.4708, 1.8811, 4.6000)  -0.772
C (2.4988, 0.4484, 5.1434)  -0.884
S (2.3682, -0.6260, 3.7053)  1.539
O (1.1272, -1.3605, 3.7968)  -0.664
O (3.6210, -1.3195, 3.5135)  -0.779
C (2.2043, 0.6732, 2.4891)  -0.204
H (1.7816, 2.7852, 2.7345)  0.317
H (0.6113, 1.7150, 3.5003)  0.290
H (3.4895, 2.2198, 4.4002)  0.285
H (2.0346, 2.5659, 5.3258)  0.385
H (3.4217, 0.2107, 5.6667)  0.385
H (1.6439, 0.2370, 5.7832)  0.399
H (1.5368, 0.3463, 1.6925)  -0.187
H (3.1985, 0.8685, 2.0881)  0.392
C (-2.2378, -5.0788, 3.4213)  -0.507
C (-3.4968, -5.8108, 2.9360)  -0.734
C (-4.4089, -4.7669, 2.2827)  -0.742
S (-3.3198, -3.4729, 1.6554)  1.228
O (-3.5918, -2.2614, 2.3849)  -0.702
O (-3.3353, -3.4950, 0.2170)  -0.629
C (-1.7961, -4.1881, 2.2640)  -0.109
H (-1.4526, -5.7765, 3.7074)  0.225
H (-2.4762, -4.4648, 4.2927)  0.340
H (-3.2152, -6.5672, 2.2002)  0.291
H (-4.0084, -6.3214, 3.7514)  0.375
H (-4.9802, -5.1676, 1.4494)  0.357
H (-5.0789, -4.3030, 3.0039)  0.349
H (-1.1163, -3.3899, 2.5566)  0.048
H (-1.3599, -4.7673, 1.4505)  0.235
C (-2.1803, 6.8981, 1.4298)  -0.670
C (-1.5683, 8.3004, 1.5478)  -0.657
C (-0.7788, 8.3429, 2.8613)  -0.698
S (-0.2455, 6.6501, 3.1802)  1.194
O (-0.8923, 6.1866, 4.3840)  -0.682
O (1.1855, 6.5617, 3.0428)  -0.659
C (-1.0583, 5.9223, 1.7629)  -0.358
H (-2.5799, 6.7116, 0.4343)  0.288
H (-2.9964, 6.7872, 2.1475)  0.348
H (-0.8957, 8.4758, 0.7062)  0.289
H (-2.3311, 9.0781, 1.5259)  0.357
H (0.1045, 8.9738, 2.8046)  0.349
H (-1.4000, 8.6497, 3.7007)  0.335
H (-1.4023, 4.9242, 2.0239)  0.491
H (-0.3281, 5.8626, 0.9552)  0.063
C (-2.0379, -4.9254, -5.7646)  -0.704
C (-2.7289, -4.8373, -7.1340)  -0.652
C (-3.3492, -3.4385, -7.2440)  -0.685
S (-2.3316, -2.3625, -6.2150)  1.245
O (-3.1393, -1.8946, -5.1211)  -0.622
O (-1.6052, -1.4467, -7.0552)  -0.699
C (-1.2323, -3.6396, -5.6150)  -0.203
H (-1.3984, -5.8038, -5.6883)  0.390
H (-2.7879, -4.9852, -4.9731)  0.314
H (-1.9886, -4.9765, -7.9246)  0.287
H (-3.4867, -5.6108, -7.2550)  0.335
H (-3.3414, -3.0513, -8.2596)  0.334
H (-4.3598, -3.4080, -6.8420)  0.346
H (-0.9506, -3.4080, -4.5905)  -0.188
H (-0.3515, -3.6393, -6.2565)  0.388



Record 2
Density functional theory data (the ωB97M-V functional and the def2-TZVPD basis) for a 2-piece molecular cluster, C10H13NO2S overall in a non-equilibrium geometry.

For the LUMO energy (spin up / spin down), the calculation gives -0.296 / -0.366 eV. The maximum force comes out at 3.8 eV Å⁻¹. The total energy is -26994.059 eV.

Last column: Mulliken charge in e.
Element x y z (Å)
C (-2.6640, 1.1366, 2.4002)  -0.321
C (-2.7463, 1.2529, 0.9875)  -0.339
C (-1.7485, 0.2602, 2.9982)  -0.570
C (-1.9260, 0.4646, 0.2020)  -0.275
C (-0.8305, -0.4310, 2.2117)  -0.357
C (-0.9578, -0.3360, 0.8446)  0.109
C (3.2848, 1.8780, 0.1544)  -0.728
C (2.4076, 2.0067, -0.7797)  -0.323
C (2.1081, -4.1521, -0.2891)  -0.548
C (1.0774, 1.2943, -0.8090)  -0.122
N (2.3493, -3.0395, 0.4582)  -0.248
O (-0.6314, -1.5222, -1.4526)  -0.619
O (1.3081, -0.1045, -0.5909)  -0.242
S (0.1497, -1.2838, -0.2563)  0.593
H (-3.4928, 1.6197, 2.9888)  0.289
H (-3.6942, 1.7782, 0.6151)  0.270
H (-1.8637, -0.0591, 3.9764)  0.410
H (-2.1768, 0.4566, -0.8988)  0.308
H (-0.0746, -1.0339, 2.6874)  0.445
H (4.2191, 2.3738, 0.0024)  0.305
H (3.4248, 1.0139, 0.7864)  0.289
H (2.4327, 2.9186, -1.3893)  0.290
H (1.2226, -4.8255, -0.0593)  0.258
H (2.9770, -4.8675, -0.2291)  0.324
H (1.8441, -4.0019, -1.3710)  0.253
H (0.6070, 1.2097, -1.7703)  0.287
H (0.2752, 1.6294, -0.0903)  0.261



Record 3
Density functional theory data (the ωB97M-V functional and the def2-TZVPD basis) for one molecule with the formula C6H6IN in a non-equilibrium geometry.

For the LUMO energy (spin up / spin down), the calculation gives -0.950 / -0.490 eV. The maximum force comes out at 3.7 eV Å⁻¹. The total energy is -15902.836 eV.

Last column: Mulliken charge in e.
Element x y z (Å)
C (-0.7142, 1.1230, -0.1447)  -0.316
C (0.4998, 1.7036, 0.1385)  0.008
C (-1.0706, -0.1188, -0.4228)  -0.201
C (2.2401, 0.0528, -0.4725)  -0.434
C (-1.9509, -2.1568, 0.4119)  -0.901
C (-1.2034, -1.4468, -0.4679)  0.069
N (1.7725, 1.1755, 0.1810)  0.026
I (4.2436, -0.2119, 0.0993)  -0.061
H (-1.6159, 1.7804, -0.1962)  0.254
H (0.6253, 2.8137, 0.4649)  0.238
H (-2.1856, -3.1282, 0.1499)  0.323
H (-2.5048, -1.6390, 1.0664)  0.393
H (-0.6103, -1.8823, -1.2786)  0.304
H (2.4745, 1.9347, 0.4707)  0.296



Record 4
Density functional theory data (the ωB97M-V functional and the def2-TZVPD basis) for one molecule with the formula C14H22N2OS.

For the LUMO energy, the calculation gives 0.722 eV. The maximum force comes out at 0.7 eV Å⁻¹. The total energy is -30738.568 eV.

Last column: Mulliken charge in e.
Element x y z (Å)
C (1.7884, 1.2176, 5.9777)  -0.728
O (1.5817, 0.9548, 4.6159)  -0.289
C (2.1860, -0.2471, 4.1883)  -0.650
C (1.8707, -0.4599, 2.7143)  -0.289
H (2.4206, -1.3291, 2.3517)  0.331
C (0.3710, -0.6859, 2.5020)  -1.257
N (0.0231, -0.8146, 1.1081)  -0.096
C (0.1592, -1.9778, 0.4391)  0.087
N (-0.0437, -1.9803, -0.9035)  -0.147
C (-0.5075, -0.9545, -1.7376)  0.206
C (-1.5178, -0.0886, -1.3301)  -0.696
C (-1.9845, 0.9208, -2.1572)  1.159
C (-1.4374, 1.0612, -3.4349)  0.934
C (-0.4503, 0.1752, -3.8426)  -0.924
C (0.0311, -0.8328, -3.0235)  0.592
C (1.1005, -1.7708, -3.4965)  -1.828
H (1.9155, -1.8249, -2.7754)  0.350
H (1.5022, -1.4397, -4.4504)  0.404
H (0.6999, -2.7770, -3.6294)  0.375
H (-0.0355, 0.2769, -4.8358)  0.286
C (-1.9140, 2.1402, -4.3574)  -1.615
H (-1.3742, 2.1076, -5.3001)  0.388
H (-1.7686, 3.1222, -3.9081)  0.328
H (-2.9779, 2.0263, -4.5637)  0.331
C (-3.0699, 1.8370, -1.6823)  -1.724
H (-2.7253, 2.8708, -1.6803)  0.342
H (-3.3846, 1.5745, -0.6756)  0.370
H (-3.9349, 1.7795, -2.3418)  0.332
H (-1.9721, -0.2286, -0.3602)  0.505
H (0.1897, -2.8580, -1.3473)  0.297
S (0.5690, -3.4052, 1.1725)  -0.416
H (0.0277, 0.0338, 0.5585)  0.395
H (0.0683, -1.6088, 3.0023)  0.362
H (-0.1863, 0.1537, 2.9211)  0.374
H (2.1905, 0.4216, 2.1551)  0.313
H (3.2759, -0.1911, 4.3373)  0.400
H (1.8049, -1.0926, 4.7815)  0.368
H (1.3665, 0.4223, 6.6053)  0.309
H (1.2848, 2.1574, 6.1953)  0.235
H (2.8573, 1.3140, 6.2078)  0.286



Record 5
Density functional theory data (the ωB97M-V functional and the def2-TZVPD basis) for one molecule with the formula CH4NO4P in a non-equilibrium geometry.

For the LUMO energy (spin up / spin down), the calculation gives 0.086 / 0.086 eV. The maximum force comes out at 4.8 eV Å⁻¹. The total energy is -20064.978 eV.

Last column: Mulliken charge in e.
Element x y z (Å)
C (0.8450, 0.4800, -0.9046)  -0.372
N (-0.7849, -0.6958, 2.3546)  1.171
O (0.0761, -1.4854, 2.3686)  -0.474
O (-1.4845, -0.1692, 3.0954)  -0.468
O (0.6070, 0.6883, -2.3343)  -0.490
O (-1.0011, -0.2587, 0.7428)  -0.406
P (-0.0418, -1.0026, -0.2394)  0.112
H (0.5328, 1.5102, -0.5850)  0.340
H (1.9632, 0.4113, -0.8731)  0.232
H (0.2508, 1.5696, -2.4022)  0.307
H (-0.9627, -1.0475, -1.2227)  0.048



Q: Look up the maximum force of the second one.
A: 3.8 eV Å⁻¹